{
  "formula": "C32H41CaCl2N4O2PS2",
  "method": "the ωB97M-V functional and the def2-TZVPD basis",
  "species": ["Ca", "C", "C", "C", "P", "C", "C", "C", "C", "C", "C", "C", "C", "C", "C", "N", "C", "C", "C", "C", "C", "C", "C", "C", "C", "H", "H", "H", "H", "H", "H", "H", "H", "H", "H", "H", "H", "H", "H", "H", "H", "H", "H", "H", "H", "H", "H", "H", "H", "H", "H", "H", "H", "H", "H", "H", "Cl", "C", "Cl", "H", "H", "N", "C", "C", "C", "C", "C", "C", "S", "O", "O", "N", "C", "S", "C", "C", "N", "H", "H", "H", "H", "H", "H", "H", "H"],
  "positions_angstrom": [[-0.556, -0.156, 0.438], [4.493, 1.797, 0.799], [3.238, 1.145, 1.373], [2.340, 2.227, 1.987], [2.147, 0.139, 0.229], [3.004, -1.508, 0.013], [2.364, -2.215, -1.185], [4.527, -1.536, -0.089], [2.194, 0.937, -1.403], [3.377, 1.115, -2.127], [3.413, 1.698, -3.380], [4.707, 1.951, -4.108], [2.190, 2.077, -3.937], [1.003, 1.891, -3.268], [0.947, 1.325, -1.968], [-0.241, 1.112, -1.314], [-1.363, 1.809, -1.814], [-1.444, 3.209, -1.687], [-0.356, 3.970, -0.980], [-2.550, 3.878, -2.190], [-3.603, 3.200, -2.793], [-4.792, 3.947, -3.342], [-3.522, 1.817, -2.888], [-2.417, 1.112, -2.423], [-2.308, -0.375, -2.643], [5.006, 2.345, 1.593], [4.232, 2.505, 0.014], [5.192, 1.070, 0.391], [3.528, 0.437, 2.157], [2.027, 2.929, 1.209], [2.875, 2.788, 2.756], [1.444, 1.791, 2.433], [2.717, -2.045, 0.919], [2.564, -1.660, -2.103], [1.284, -2.311, -1.060], [2.779, -3.219, -1.299], [4.875, -1.090, -1.021], [4.861, -2.577, -0.074], [5.006, -1.033, 0.752], [4.313, 0.780, -1.699], [5.513, 1.326, -3.724], [5.011, 2.996, -3.998], [4.602, 1.754, -5.177], [2.173, 2.512, -4.932], [0.072, 2.165, -3.748], [-0.003, 3.403, -0.116], [-0.723, 4.940, -0.644], [0.501, 4.130, -1.637], [-2.598, 4.959, -2.101], [-4.510, 4.959, -3.634], [-5.590, 4.025, -2.599], [-5.201, 3.441, -4.217], [-4.329, 1.271, -3.368], [-3.051, -0.704, -3.370], [-2.466, -0.945, -1.726], [-1.313, -0.629, -3.012], [-4.073, -0.153, 0.572], [-4.101, 1.470, 1.270], [-2.502, 2.213, 1.159], [-4.375, 1.392, 2.316], [-4.802, 2.079, 0.712], [-3.353, -7.252, 3.936], [-2.733, -6.222, 3.272], [-1.417, -5.863, 3.590], [-0.829, -4.769, 2.988], [-1.541, -4.035, 2.049], [-2.831, -4.400, 1.692], [-3.420, -5.493, 2.291], [-0.820, -2.556, 1.422], [-1.100, -2.420, -0.003], [0.585, -2.535, 1.767], [-1.570, -1.318, 2.076], [-1.069, -0.730, 3.188], [-0.825, -1.558, 4.727], [-0.272, -0.065, 5.406], [-0.321, 0.911, 4.475], [-0.758, 0.535, 3.228], [-2.794, -7.884, 4.479], [-4.204, -7.622, 3.552], [-0.866, -6.449, 4.315], [0.183, -4.468, 3.226], [-3.360, -3.826, 0.941], [-4.423, -5.797, 2.015], [0.042, -0.002, 6.435], [-0.036, 1.940, 4.637]],
  "forces_ev_per_a": [[-0.4, 1.7, -0.4], [0.0, -0.1, 0.0], [-0.3, 0.0, 0.0], [0.0, -0.1, 0.0], [1.4, 0.0, -0.2], [0.0, 0.1, -0.1], [0.0, 0.0, 0.1], [-0.1, 0.0, 0.0], [-0.2, 0.0, 0.1], [0.0, 0.0, -0.1], [0.1, 0.0, -0.1], [-0.1, 0.0, 0.0], [0.0, 0.0, 0.1], [-0.1, 0.0, 0.1], [0.3, 0.0, -0.3], [0.1, 0.6, -0.7], [0.1, 0.1, -0.3], [-0.1, 0.0, 0.0], [-0.1, -0.1, -0.1], [0.0, -0.1, 0.1], [0.0, 0.0, -0.1], [0.1, -0.1, 0.1], [-0.1, 0.0, 0.0], [0.1, 0.0, 0.0], [0.0, 0.2, 0.0], [0.0, 0.0, 0.0], [0.0, 0.0, 0.0], [0.0, 0.1, 0.0], [-0.1, 0.0, 0.0], [0.0, 0.0, 0.0], [0.0, 0.0, 0.0], [0.0, 0.1, 0.0], [0.0, 0.0, 0.0], [0.0, 0.0, 0.0], [0.0, 0.0, -0.1], [0.0, 0.0, 0.0], [0.1, 0.0, 0.0], [0.0, 0.0, 0.0], [0.0, 0.0, 0.0], [0.0, 0.1, 0.1], [0.0, 0.0, 0.0], [0.1, 0.0, 0.0], [0.0, 0.0, 0.0], [0.0, 0.0, 0.0], [0.0, 0.0, 0.0], [0.1, 0.0, 0.0], [0.0, 0.0, 0.0], [0.1, 0.0, 0.1], [0.0, 0.0, 0.0], [0.0, 0.0, 0.0], [0.0, 0.0, 0.0], [0.0, 0.0, 0.0], [0.0, 0.0, 0.0], [0.0, 0.0, 0.0], [0.0, -0.1, 0.0], [0.0, 0.0, 0.0], [-0.3, 0.0, -0.1], [0.1, -0.1, 0.0], [-0.1, 0.2, 0.1], [0.0, 0.0, 0.0], [0.0, 0.0, 0.0], [-0.1, 0.1, 0.0], [0.1, 0.1, 0.0], [-0.1, 0.0, 0.0], [0.0, 0.0, -0.1], [0.3, 0.2, -0.1], [0.0, 0.0, -0.1], [0.0, 0.0, 0.0], [-0.5, -1.2, 1.3], [-0.2, -0.2, -0.2], [0.1, -0.2, 0.0], [-0.5, -1.0, 0.1], [0.2, -0.3, 1.3], [0.0, 0.4, -0.2], [-0.1, -0.2, 0.0], [0.1, 0.0, 0.0], [0.1, -0.1, -0.3], [0.0, -0.1, 0.0], [0.0, -0.1, 0.0], [0.0, 0.0, 0.0], [0.0, -0.1, 0.1], [0.0, 0.0, 0.0], [0.0, 0.1, 0.0], [0.0, 0.1, 0.0], [0.0, 0.0, 0.0]],
  "homo_ev": -6.49,
  "lumo_energy_ha": 0.017,
  "e_tot_ha": -4349.31528,
  "orbital_gap_ev": 6.9638
}

---

{
  "formula": "C32H41Cl5IrN5S4SbSi3",
  "method": "the ωB97M-V functional and the def2-TZVPD basis",
  "species": ["Ir", "C", "N", "C", "C", "N", "C", "S", "C", "C", "C", "C", "C", "N", "H", "H", "H", "H", "H", "H", "H", "H", "H", "Cl", "C", "C", "C", "Cl", "C", "Cl", "C", "Cl", "C", "Cl", "C", "Si", "C", "C", "Sb", "Si", "C", "C", "C", "Si", "C", "C", "C", "H", "H", "H", "H", "H", "H", "H", "H", "H", "H", "H", "H", "H", "H", "H", "H", "H", "H", "H", "H", "H", "H", "H", "H", "H", "H", "H", "S", "C", "S", "C", "N", "N", "C", "C", "C", "C", "C", "C", "S", "H", "H", "H", "H", "H"],
  "positions_angstrom": [[-1.297, 0.532, -1.854], [-0.872, 4.964, 0.531], [-1.302, 4.642, -0.822], [-1.264, 5.522, -1.891], [-1.757, 4.882, -2.956], [-2.112, 3.597, -2.542], [-1.806, 3.456, -1.213], [-2.001, 2.122, -0.165], [-2.830, 2.688, -3.360], [-3.582, 3.175, -4.418], [-4.333, 2.293, -5.170], [-4.347, 0.951, -4.821], [-3.569, 0.548, -3.760], [-2.792, 1.392, -3.055], [-0.046, 5.668, 0.473], [-0.548, 4.051, 1.024], [-1.693, 5.400, 1.098], [-0.865, 6.516, -1.795], [-1.843, 5.214, -3.973], [-3.623, 4.230, -4.640], [-4.921, 2.660, -6.001], [-4.940, 0.225, -5.355], [-3.533, -0.487, -3.448], [-2.139, -2.620, -2.410], [-1.149, -1.902, -3.653], [-0.744, -0.585, -3.449], [0.053, -0.036, -4.453], [0.565, 1.623, -4.270], [0.463, -0.755, -5.571], [1.463, -0.026, -6.761], [0.055, -2.081, -5.717], [0.554, -2.993, -7.081], [-0.766, -2.663, -4.751], [-1.272, -4.294, -4.905], [-1.895, 3.162, 3.430], [-1.117, 1.585, 4.059], [-2.375, 0.238, 4.338], [-0.103, 1.885, 5.602], [0.494, 0.705, 2.240], [1.354, -1.651, 2.895], [1.739, -1.574, 4.724], [-0.083, -2.784, 2.568], [2.893, -2.013, 1.905], [2.321, 2.420, 1.637], [2.166, 2.838, -0.180], [2.035, 3.952, 2.692], [3.968, 1.631, 2.017], [-2.789, 3.392, 4.015], [-2.190, 3.071, 2.384], [-1.209, 4.005, 3.530], [-3.061, 0.537, 5.135], [-1.898, -0.695, 4.642], [-2.964, 0.046, 3.440], [-0.765, 2.220, 6.407], [0.655, 2.656, 5.456], [0.396, 0.976, 5.939], [0.854, -1.326, 5.312], [2.523, -0.848, 4.946], [2.091, -2.554, 5.062], [-0.950, -2.507, 3.170], [0.200, -3.808, 2.832], [-0.351, -2.778, 1.512], [3.776, -1.626, 2.415], [2.855, -1.593, 0.900], [3.006, -3.097, 1.803], [1.121, 2.902, -0.492], [2.641, 2.085, -0.808], [2.652, 3.800, -0.363], [1.731, 4.799, 2.072], [2.964, 4.233, 3.192], [1.276, 3.817, 3.463], [4.114, 0.721, 1.433], [4.054, 1.383, 3.076], [4.777, 2.323, 1.766], [3.000, -4.729, -3.191], [2.215, -3.645, -2.248], [2.164, -1.923, -2.564], [1.093, -1.708, -1.208], [0.838, -2.786, -0.563], [1.468, -3.856, -1.123], [1.239, -5.125, -0.501], [-0.068, -5.505, -0.240], [-0.305, -6.712, 0.400], [0.758, -7.526, 0.766], [2.061, -7.132, 0.495], [2.310, -5.925, -0.139], [0.537, -0.137, -0.658], [-0.882, -4.858, -0.538], [-1.321, -7.020, 0.604], [0.571, -8.471, 1.259], [2.890, -7.768, 0.777], [3.319, -5.610, -0.364]],
  "forces_ev_per_a": [[0.8, 0.0, 2.0], [0.0, 0.0, -0.1], [0.0, 0.0, -0.1], [0.1, 0.0, 0.1], [0.0, -0.1, 0.0], [0.1, -0.1, 0.0], [0.0, 0.2, 0.2], [-0.1, -0.5, -0.4], [-0.1, 0.1, 0.2], [-0.2, 0.1, 0.0], [0.0, -0.1, 0.0], [0.0, 0.1, 0.0], [0.0, -0.1, 0.0], [0.5, -0.2, -0.3], [0.0, 0.0, 0.0], [0.0, 0.0, 0.0], [0.0, 0.0, 0.0], [0.0, 0.0, 0.0], [0.0, -0.1, 0.0], [0.1, 0.0, 0.1], [0.0, 0.0, 0.0], [0.0, 0.0, 0.0], [0.1, 0.0, 0.0], [-0.1, -0.1, -0.1], [0.1, 0.0, 0.3], [-0.1, -0.2, -0.3], [-0.1, 0.0, 0.1], [0.1, 0.0, -0.1], [0.0, 0.0, 0.0], [0.0, 0.0, 0.0], [0.0, 0.0, 0.0], [0.0, 0.0, 0.0], [0.1, 0.0, 0.0], [0.0, -0.1, 0.0], [0.0, 0.0, 0.0], [-0.1, 0.0, 0.0], [0.0, 0.0, 0.0], [0.0, 0.0, 0.0], [0.0, -0.4, -0.6], [0.0, 0.2, 0.2], [0.0, -0.1, 0.0], [0.0, 0.0, 0.0], [0.0, 0.0, 0.0], [0.1, 0.0, 0.0], [0.0, 0.0, 0.1], [0.0, 0.0, 0.0], [0.0, 0.0, 0.0], [0.0, 0.0, 0.0], [0.0, 0.0, 0.1], [0.0, 0.0, 0.0], [0.0, 0.0, 0.0], [0.0, 0.0, 0.0], [0.0, 0.0, 0.0], [0.0, 0.0, 0.0], [0.0, 0.0, 0.0], [0.0, 0.0, 0.0], [0.0, 0.0, 0.0], [0.0, 0.0, 0.0], [0.0, 0.0, 0.0], [0.0, 0.0, 0.0], [0.0, 0.0, 0.0], [0.0, 0.0, 0.1], [0.0, 0.0, 0.0], [0.0, 0.0, 0.0], [0.0, 0.0, 0.0], [0.0, 0.0, 0.0], [0.0, 0.0, 0.0], [0.0, 0.0, 0.0], [0.0, 0.0, 0.0], [0.0, 0.0, 0.0], [0.0, 0.0, 0.0], [0.0, 0.0, 0.0], [0.0, 0.0, 0.0], [0.0, 0.0, 0.0], [-0.1, 0.1, 0.0], [0.0, -0.1, 0.0], [0.0, 0.2, 0.0], [-0.1, -0.5, 0.4], [-0.1, 0.0, -0.1], [0.0, -0.1, 0.0], [0.0, 0.0, 0.0], [0.0, 0.0, 0.0], [0.0, 0.0, 0.0], [0.0, 0.0, 0.0], [0.0, 0.0, 0.0], [0.0, 0.0, 0.0], [-1.0, 1.4, -1.2], [0.0, 0.0, 0.0], [0.0, 0.0, 0.0], [0.0, 0.0, 0.0], [0.0, 0.0, 0.0], [0.0, 0.0, 0.0]],
  "homo_ev": [-9.15, -9.47],
  "lumo_energy_ha": [-0.177, -0.177],
  "e_tot_ha": -6624.41807,
  "orbital_gap_ev": [4.3315, 4.6572],
  "total_charge": 1
}